The following is a DFT calculation (ωB97M-V with the def2-TZVPD basis set) of 6 unconnected molecules or ions with the total composition C16H34Br2O4 in a non-equilibrium geometry.

Element x y z (Å)
C -3.553 -17.802 -15.575
H -5.301 -22.234 -18.602
H -8.413 -24.435 -18.709
C -5.793 -18.278 -14.802
H -6.638 -18.075 -14.161
H -10.694 -17.792 -13.913
Br -10.975 -18.910 -16.444
H -9.974 -16.299 -12.527
H -3.710 -21.494 -18.951
H -5.428 -19.651 -19.034
H -10.526 -23.249 -18.333
H -4.153 -15.349 -16.958
C -11.231 -17.828 -12.965
O -8.138 -23.229 -17.084
C -4.606 -19.866 -16.180
H -2.698 -19.219 -16.893
C -4.680 -17.462 -14.843
H -11.204 -16.478 -11.280
C -4.508 -15.221 -17.980
C -5.298 -20.409 -19.807
H -7.551 -22.910 -19.027
H -3.731 -19.373 -20.217
H -6.504 -20.226 -15.369
C -5.727 -19.484 -15.475
H -4.774 -14.166 -18.036
H -2.635 -15.231 -18.364
H -8.993 -18.077 -11.867
H -4.609 -22.416 -20.120
O -9.544 -17.685 -11.186
C -3.568 -18.976 -16.301
H -12.141 -17.272 -13.190
C -9.654 -22.722 -18.720
C -10.178 -18.821 -18.214
H -6.521 -16.047 -17.777
H -10.159 -19.821 -18.648
H -9.742 -22.524 -19.788
C -10.532 -17.028 -11.938
C -5.590 -16.205 -18.322
H -8.735 -17.390 -17.725
H -5.866 -16.170 -19.376
Br -7.903 -18.171 -19.842
H -4.686 -16.556 -14.254
H -2.728 -17.105 -15.601
H -6.270 -20.506 -20.291
H -4.759 -20.870 -16.546
C -4.716 -21.672 -19.330
H -9.574 -21.747 -18.238
O -4.356 -19.916 -20.704
H -5.327 -17.258 -18.224
H -8.292 -19.159 -17.431
H -11.510 -18.834 -12.653
H -7.216 -23.427 -16.909
H -10.816 -18.181 -18.823
C -8.364 -23.374 -18.468
C -8.786 -18.423 -18.066
O -3.436 -15.550 -18.787

- SMILES: c1ccccc1.BrCCBr.CCO.CCO.CCO.CCO
- E_LUMO: 0.016 Eh
- Orbital gap: 10.13 eV
- M: 450.3 g mol⁻¹
- Spin multiplicity: 1

These are the Löwdin partial charges, in e, on atoms 1 to 4: atom 1 (C): -0.096, atom 2 (H): 0.052, atom 3 (H): 0.114, atom 4 (C): -0.083

---

The following is a DFT calculation (ωB97M-V with the def2-TZVPD basis set) of 3 unconnected molecules or ions with the total composition C7H17NO2 in a non-equilibrium geometry.

Element x y z (Å)
H 0.443 -2.009 1.040
H 1.394 2.042 -1.724
H 1.822 -0.185 0.330
C 2.171 1.905 0.869
H -0.663 1.931 -0.546
H -1.208 0.369 1.716
H -2.937 -0.381 0.564
H -2.248 -1.717 1.506
O 1.026 -2.200 -0.886
N -1.087 -0.527 -1.395
C -1.073 -1.109 -0.184
H -1.886 0.084 -1.526
C 1.329 1.036 -1.322
C -0.523 0.924 1.080
H 1.707 2.876 0.678
H 2.103 1.698 1.939
H 0.638 -2.340 -1.758
C -2.388 -1.322 0.500
O -1.248 1.745 0.214
C 1.543 0.817 0.030
C -0.019 -2.164 0.064
H -0.531 -3.140 0.112
H -0.202 0.018 -1.635
H -2.997 -2.043 -0.057
H 0.084 1.469 1.798
H 1.517 0.236 -2.029
H 3.234 1.984 0.621

- E_LUMO (spin up / spin down): 0.021 / 0.021 Eh
- ΔE to the lowest compared entry with this formula, charge and spin: 557.8 kJ/mol
- Orbital gap (spin up / spin down): 7.39 / 7.39 eV
- M: 147.2 g mol⁻¹
- Spin multiplicity: 1

These are the Löwdin partial charges, in e, on atoms 1 to 4: atom 1 (H): 0.128, atom 2 (H): 0.061, atom 3 (H): 0.089, atom 4 (C): -0.118

---

The following is a DFT calculation (ωB97M-V with the def2-TZVPD basis set) of 2 unconnected molecules or ions with the total composition C19H17F3IN2O3S in a non-equilibrium geometry.

Element x y z (Å)
H -1.366 5.193 2.751
C -1.642 -2.060 -0.594
C -1.177 6.011 -0.503
H -3.101 -2.221 1.058
H -0.030 -2.274 -2.045
C -1.440 2.798 1.644
C 0.001 -3.877 -0.641
H -4.281 -0.673 -1.168
F 2.848 5.478 2.530
H 0.840 -4.388 -1.109
F 2.901 3.421 3.353
N -1.286 -0.208 -3.531
O 0.994 -6.123 0.600
H -2.176 -4.345 1.948
C -0.431 1.025 0.365
C -0.530 1.789 -0.796
H -3.496 -0.323 0.398
C -0.503 -2.704 -1.162
C -1.267 3.668 0.518
H -0.025 0.013 0.318
C -1.664 -0.514 -2.455
H -1.081 3.688 -1.647
H -2.263 6.045 -0.608
H -0.817 0.913 2.487
H -0.362 6.563 2.132
I -2.462 3.149 3.485
S 1.341 3.665 1.367
C -2.222 -2.659 0.583
H -0.808 7.026 -0.292
C 2.094 4.388 2.815
O 0.649 5.027 0.612
C -1.008 3.088 -0.738
C -3.398 -0.223 -0.687
C -0.822 5.109 0.657
O -0.564 -6.046 2.145
H -2.117 6.417 1.734
H -3.386 0.845 -0.935
C -1.182 5.867 1.909
C -1.716 -3.838 1.102
H -0.738 5.681 -1.453
C -0.567 -4.423 0.527
N -0.011 -5.585 1.118
H -0.196 1.392 -1.759
F 1.179 4.767 3.754
C -2.155 -0.871 -1.187
C -0.907 1.515 1.577

- E_LUMO: 0.069 Eh
- Net charge: -1
- Orbital gap: 5.40 eV
- M: 537.3 g mol⁻¹
- Spin multiplicity: 1

These are the Löwdin partial charges, in e, on atoms 1 to 4: atom 1 (H): -0.073, atom 2 (C): -0.213, atom 3 (C): -0.034, atom 4 (H): 0.089

---

The following is a DFT calculation (ωB97M-V with the def2-TZVPD basis set) of 2 unconnected molecules or ions with the total composition H5NOSi2 in a non-equilibrium geometry.

Element x y z (Å)
O 1.568 -1.600 -0.676
H -1.651 0.366 2.386
H 0.848 -0.323 -2.601
H 0.599 1.175 2.761
H -0.977 -1.537 -1.665
Si -0.473 0.963 1.706
Si 0.409 -1.103 -1.464
N -0.593 0.999 0.082
H 0.270 1.061 -0.529

- E_LUMO (spin up / spin down): -0.009 / -0.144 Eh
- ΔE to the lowest compared entry with this formula, charge and spin: 166.4 kJ/mol
- Orbital gap (spin up / spin down): 6.41 / 6.85 eV
- M: 91.2 g mol⁻¹
- Spin multiplicity: 3

These are the Löwdin partial charges, in e, on atoms 1 to 4: atom 1 (O): -0.411, atom 2 (H): -0.130, atom 3 (H): -0.063, atom 4 (H): -0.125